1.
88
Properties=species:S:1:pos:R:3:lowdin_spin:R:1 method="wB97M-V/def2-TZVPD" charge=-1 s2=0.763 relative_energy_ev=0.166 homo_lumo_gap_ev="7.1 / 6.6" lumo_ev="2.43 / 1.04" spin_multiplicity=2
Ti -1.011 1.037 0.638 0.071
C -3.603 -2.912 0.098 0.003
Si -1.870 -2.315 0.528 0.018
C -0.945 -3.522 1.618 0.004
C -0.986 -2.219 -1.108 0.000
N -1.992 -0.733 1.315 0.169
C -2.769 -0.548 2.383 0.123
C -3.392 -1.572 3.153 0.031
C -4.169 -1.266 4.230 0.099
C -4.374 0.083 4.618 0.075
C -3.784 1.103 3.936 0.046
C -2.956 0.840 2.803 0.112
N -2.297 1.721 2.077 0.189
Si -1.943 3.490 2.104 0.019
C -0.603 4.261 3.188 0.003
C -3.451 4.170 3.117 -0.001
C -2.413 4.437 0.514 0.005
H -3.532 -3.877 -0.412 0.000
H -4.054 -2.203 -0.601 0.000
H -4.281 -3.024 0.944 0.000
H -0.812 -4.473 1.095 0.000
H -1.426 -3.722 2.576 0.000
H 0.045 -3.101 1.813 0.000
H -1.322 -3.072 -1.705 0.000
H 0.093 -2.311 -1.004 0.000
H -1.211 -1.317 -1.679 0.000
H -3.221 -2.607 2.894 -0.001
H -4.623 -2.062 4.808 0.005
H -4.993 0.300 5.480 0.003
H -3.927 2.121 4.254 0.000
H -0.393 3.609 4.041 0.000
H -0.975 5.211 3.579 0.000
H 0.334 4.443 2.662 0.000
H -3.342 3.992 4.191 0.000
H -4.422 3.777 2.801 0.000
H -3.482 5.257 2.992 0.000
H -0.744 3.926 -0.280 0.000
H -2.639 5.464 0.828 0.001
H -3.362 4.016 0.153 0.000
O -1.479 4.491 -0.564 0.001
Cl -1.313 1.980 -2.232 0.002
O -0.715 0.922 -3.151 0.002
O -0.407 2.628 0.979 0.001
O -2.034 1.237 -0.986 0.008
Cl 2.214 1.513 -4.925 0.000
C 1.219 0.302 -5.664 0.000
C 0.795 0.495 -6.966 0.000
C 0.023 -0.478 -7.578 0.000
C -0.322 -1.629 -6.891 0.000
C 0.099 -1.793 -5.581 0.000
Cl -0.370 -3.230 -4.735 0.000
C 0.879 -0.837 -4.929 0.000
N 1.275 -0.977 -3.589 0.000
C 2.436 -1.648 -3.226 0.000
C 2.972 -2.645 -4.048 0.000
C 4.094 -3.357 -3.663 0.000
C 4.715 -3.091 -2.452 0.000
C 4.208 -2.077 -1.655 0.000
C 3.092 -1.337 -2.022 0.000
C 2.644 -0.189 -1.155 0.000
C 1.654 -0.567 -0.049 0.000
O 1.892 -1.481 0.714 0.000
O 0.599 0.192 -0.012 0.000
H 1.074 1.399 -7.488 0.000
H -0.313 -0.338 -8.597 0.000
H -0.928 -2.396 -7.351 0.000
H 0.926 -0.229 -2.999 0.000
H 2.494 -2.870 -4.992 0.000
H 4.480 -4.130 -4.317 0.000
H 5.586 -3.651 -2.140 0.000
H 4.693 -1.835 -0.716 0.000
H 2.238 0.631 -1.749 0.000
H 3.527 0.196 -0.637 0.000
C 3.020 -1.234 3.611 0.000
N 2.852 0.093 3.086 0.000
C 3.909 0.770 2.360 0.000
C 3.174 1.963 1.734 0.000
N 1.942 2.010 2.510 0.000
C 1.721 0.819 3.129 0.001
S 0.265 0.362 3.810 0.009
H 3.417 -1.885 2.831 0.000
H 2.044 -1.604 3.916 0.000
H 3.694 -1.235 4.474 0.000
H 4.345 0.100 1.615 0.000
H 4.704 1.091 3.042 0.000
H 2.955 1.798 0.675 0.000
H 3.739 2.890 1.826 0.000
H 1.123 2.458 2.105 0.000


2.
88
Properties=species:S:1:pos:R:3:lowdin_spin:R:1 method="wB97M-V/def2-TZVPD" charge=-1 s2=0.767 relative_energy_ev=1.418 homo_lumo_gap_ev="7.5 / 6.2" lumo_ev="2.59 / 0.83" spin_multiplicity=2
Ti 0.732 0.858 0.263 0.018
C 3.674 -2.095 0.712 0.004
Si 2.857 -1.519 -0.870 0.020
C 4.016 -1.698 -2.351 0.004
C 1.306 -2.490 -1.207 0.000
N 2.429 0.192 -0.702 0.176
C 3.311 1.197 -0.688 0.117
C 4.726 1.055 -0.687 0.029
C 5.546 2.147 -0.666 0.101
C 5.009 3.458 -0.646 0.069
C 3.661 3.652 -0.656 0.053
C 2.752 2.550 -0.682 0.098
N 1.428 2.639 -0.700 0.230
Si 0.575 4.138 -1.101 0.023
C 1.427 4.879 -2.621 0.004
C 0.650 5.342 0.338 0.004
C -1.176 3.764 -1.633 0.001
H 4.223 -3.028 0.556 0.000
H 2.916 -2.261 1.481 0.000
H 4.371 -1.348 1.098 0.000
H 4.934 -2.226 -2.082 0.000
H 4.296 -0.732 -2.774 0.000
H 3.519 -2.270 -3.137 0.000
H 1.566 -3.428 -1.709 0.000
H 0.619 -1.943 -1.860 0.000
H 0.782 -2.732 -0.282 0.000
H 5.154 0.062 -0.675 -0.001
H 6.621 2.011 -0.645 0.005
H 5.678 4.308 -0.603 0.003
H 3.259 4.656 -0.608 0.000
H 2.339 4.344 -2.891 0.000
H 1.693 5.928 -2.462 0.000
H 0.754 4.835 -3.481 0.000
H 0.747 4.798 1.279 0.000
H -0.274 5.925 0.388 0.000
H 1.486 6.041 0.246 0.000
H -1.212 2.800 -2.144 0.000
H -1.878 3.739 -0.801 0.000
H -1.500 4.536 -2.337 0.000
O 0.922 -1.861 2.967 0.000
Cl -0.118 -0.910 2.627 0.000
O -1.438 -1.469 2.875 0.001
O 1.633 1.183 1.752 0.007
O -0.066 -0.805 1.045 0.003
Cl -0.895 -4.606 1.574 0.000
C -0.978 -5.104 -0.083 0.000
C -0.357 -6.282 -0.450 0.000
C -0.413 -6.708 -1.767 0.000
C -1.062 -5.924 -2.703 0.000
C -1.651 -4.724 -2.334 0.000
Cl -2.315 -3.746 -3.598 0.000
C -1.658 -4.282 -1.000 0.000
N -2.230 -3.094 -0.585 0.000
C -3.497 -2.623 -0.957 0.000
C -4.507 -3.520 -1.296 0.000
C -5.769 -3.067 -1.643 0.000
C -6.045 -1.709 -1.630 0.000
C -5.042 -0.819 -1.270 0.000
C -3.764 -1.247 -0.940 0.000
C -2.703 -0.256 -0.561 0.000
C -1.546 -0.167 -1.551 0.000
O -1.574 -0.704 -2.635 0.000
O -0.540 0.581 -1.153 0.006
H 0.154 -6.860 0.308 0.000
H 0.058 -7.635 -2.063 0.000
H -1.096 -6.211 -3.745 0.000
H -1.759 -2.612 0.170 0.000
H -4.293 -4.582 -1.284 0.000
H -6.538 -3.781 -1.911 0.000
H -7.029 -1.343 -1.895 0.000
H -5.245 0.246 -1.260 0.000
H -2.277 -0.480 0.420 0.000
H -3.125 0.745 -0.457 0.000
C -2.975 1.690 3.797 0.001
N -1.717 2.366 4.018 0.001
C -1.063 2.193 5.307 0.000
C 0.369 2.662 4.999 0.000
N 0.470 2.660 3.539 0.000
C -0.718 2.470 3.063 0.002
S -1.117 2.348 1.376 0.019
H -3.708 2.049 4.522 0.000
H -2.877 0.603 3.899 0.000
H -3.335 1.910 2.795 0.000
H -1.098 1.138 5.614 0.000
H -1.554 2.786 6.081 0.000
H 1.122 2.003 5.434 0.000
H 0.553 3.670 5.385 0.000
H 1.394 1.744 2.542 0.000


3.
85
Properties=species:S:1:pos:R:3:lowdin_spin:R:1 method="wB97M-V/def2-TZVPD" s2=0.760 relative_energy_ev=0.000 homo_lumo_gap_ev="6.1 / 5.5" lumo_ev="-0.75 / -1.35" spin_multiplicity=2
Os 0.145 0.628 0.556 0.597
C 2.754 -1.910 3.630 0.001
N 2.556 -0.496 3.930 0.011
C 3.452 0.167 4.865 0.001
C 1.766 0.216 3.100 0.012
N 1.082 -0.310 2.140 0.000
N 1.716 1.590 3.335 0.004
C 0.735 2.440 2.869 -0.001
N 0.764 3.729 3.282 0.000
N -0.198 1.997 2.103 -0.003
H 3.314 -2.361 4.443 0.000
H 3.304 -2.050 2.696 0.000
H 1.797 -2.427 3.559 0.000
H 4.005 -0.593 5.407 0.000
H 2.895 0.756 5.594 0.000
H 4.183 0.804 4.355 0.000
H 1.045 -1.325 2.053 0.000
H 2.554 2.023 3.684 0.000
H 1.519 4.031 3.875 0.000
H 0.519 4.370 2.532 0.000
H -0.978 2.632 2.010 0.000
O -1.664 -2.606 -0.812 0.000
S -1.003 -1.774 0.137 0.001
O -0.429 -2.433 1.294 0.001
O -1.763 -0.554 0.584 0.019
O 0.188 -0.972 -0.595 0.009
I 3.428 2.530 0.605 0.001
C 2.082 1.000 -0.118 -0.001
H 2.647 0.080 0.014 0.001
H 2.034 1.208 -1.184 0.001
C -4.164 -3.065 -8.319 0.000
C -3.565 -2.299 -7.171 0.000
C -4.016 -2.478 -5.871 0.000
C -3.462 -1.784 -4.798 0.000
C -3.986 -2.046 -3.413 0.000
C -2.426 -0.876 -5.044 0.000
Te -1.539 0.107 -3.390 0.000
N -0.403 2.008 -0.398 0.148
C -0.564 3.356 -0.463 0.055
O 0.019 4.118 0.312 0.123
C -1.483 3.856 -1.520 0.001
C -2.594 3.121 -1.917 0.005
C -3.443 3.632 -2.887 0.000
C -3.174 4.863 -3.465 0.004
C -2.065 5.599 -3.065 0.000
C -1.224 5.102 -2.085 0.003
C 0.480 -0.348 -3.830 0.000
C 0.896 -1.674 -3.981 0.000
C -0.047 -2.837 -3.866 0.000
C 2.245 -1.925 -4.234 0.000
C 3.182 -0.909 -4.317 0.000
C 4.631 -1.203 -4.596 0.000
C 2.745 0.399 -4.146 0.000
C 1.408 0.700 -3.913 0.000
C 1.015 2.144 -3.756 0.003
C -1.973 -0.654 -6.350 0.000
C -0.882 0.328 -6.682 0.000
C -2.548 -1.379 -7.389 0.000
H -4.925 -3.763 -7.972 0.000
H -3.400 -3.633 -8.852 0.000
H -4.629 -2.389 -9.039 0.000
H -4.818 -3.182 -5.679 0.000
H -4.819 -2.747 -3.448 0.000
H -4.337 -1.129 -2.933 0.000
H -3.208 -2.452 -2.761 0.000
H -2.791 2.162 -1.454 0.001
H -4.307 3.062 -3.201 0.000
H -3.832 5.253 -4.231 0.000
H -1.860 6.560 -3.518 0.000
H -0.360 5.660 -1.750 0.000
H -0.728 -2.885 -4.718 0.000
H -0.655 -2.752 -2.963 0.000
H 0.509 -3.773 -3.824 0.000
H 2.568 -2.954 -4.351 0.000
H 4.844 -2.266 -4.495 0.000
H 5.283 -0.656 -3.913 0.000
H 4.899 -0.904 -5.612 0.000
H 3.464 1.211 -4.202 0.000
H 1.882 2.792 -3.893 0.000
H 0.600 2.338 -2.766 0.002
H 0.244 2.433 -4.474 0.000
H -0.953 1.221 -6.058 0.000
H -0.944 0.624 -7.728 0.000
H 0.104 -0.107 -6.507 0.000
H -2.193 -1.212 -8.401 0.000